1.
67
Properties=species:S:1:pos:R:3:lowdin_charge:R:1 method="wB97M-V/def2-TZVPD" gap_ev="3.49 / 3.49" total_charge=-2 s2=2.04 lumo_ev="3.2 / 3.2" spin_multiplicity=3
Ti 0.91816 -0.11268 -0.67000 0.478
S -0.32567 5.71353 -0.71777 1.013
C -1.10922 7.25069 -0.76928 -0.446
C -2.45963 7.11554 -0.76388 -0.220
C -2.88612 5.76545 -0.71885 -0.145
C -1.85099 4.85738 -0.69292 -0.472
C -1.91711 3.41810 -0.66915 -0.234
C -0.75687 2.64639 -0.69932 -0.106
N -0.70676 1.32475 -0.72708 -0.002
C -1.91084 0.63227 -0.69106 -0.161
C -3.15147 1.32696 -0.62144 -0.163
C -4.35236 0.54169 -0.54778 -0.040
C -4.31605 -0.80772 -0.53353 -0.042
C -3.08085 -1.52783 -0.61009 -0.153
C -3.01239 -2.91098 -0.56903 0.042
C -1.77347 -3.54915 -0.66833 -0.189
C -0.66119 -2.72195 -0.84754 -0.122
N -0.66358 -1.39789 -0.83621 -0.032
C -1.87904 -0.76770 -0.71161 -0.152
C -1.57870 -4.99026 -0.56952 -0.468
C -2.51553 -5.99536 -0.54158 -0.154
C -1.93646 -7.27910 -0.40696 -0.215
C -0.57410 -7.23881 -0.32311 -0.404
S 0.02171 -5.64838 -0.41095 0.982
C -3.15134 2.70880 -0.62368 0.000
H -0.51363 8.14800 -0.80611 0.050
H -3.13851 7.95695 -0.79547 0.092
H -3.92406 5.46732 -0.70951 0.094
H 0.19560 3.16325 -0.68963 0.061
H -5.29698 1.07203 -0.49665 0.104
H -5.23337 -1.38310 -0.46744 0.106
H -3.92072 -3.49247 -0.45805 0.115
H 0.29639 -3.19575 -1.02856 -0.020
H -3.58284 -5.82757 -0.61921 0.091
H -2.51240 -8.19439 -0.37055 0.085
H 0.14825 -8.03158 -0.20998 0.046
H -4.08992 3.24730 -0.57791 0.097
C 0.56747 -1.81401 4.27387 -0.072
C 0.99862 -0.38491 3.91185 -0.191
C 0.71275 -0.11775 2.51772 -0.150
N 0.42628 0.00123 1.41418 0.115
H 0.72535 -1.98955 5.33704 0.074
H 1.15237 -2.54106 3.71108 0.088
H -0.48641 -1.96820 4.04622 0.081
H 2.06945 -0.25768 4.08436 0.120
H 0.47238 0.35769 4.51549 0.120
N 1.45331 -0.21294 -2.59681 0.008
C 2.56854 0.06689 -2.88226 -0.438
N 3.72084 0.31273 -3.31159 0.117
C 4.60622 1.18483 -2.90835 -0.396
N 5.39563 1.98051 -2.60894 0.089
Br 4.56566 2.34453 3.09960 0.739
C 3.70541 2.40291 1.40944 -0.645
C 3.67333 3.58029 0.68033 -0.090
C 3.03213 3.51502 -0.54692 -0.058
C 2.40887 2.35177 -0.93768 -0.161
N 2.39021 1.21824 -0.19688 -0.076
C 3.10326 1.25871 0.94628 -0.196
H 4.14798 4.48424 1.03083 0.105
H 3.00864 4.37546 -1.20099 0.113
H 1.91907 2.30253 -1.90182 0.116
H 3.21464 0.32901 1.48941 0.063
Se 2.80956 -2.94523 -1.69796 0.041
Sb 3.41660 -4.40891 0.42563 -0.159
Se 2.23708 -1.78267 0.09744 0.097
Se 5.79205 -4.00423 0.82400 -0.470
Se 3.39478 -6.92320 0.14522 -0.499

2.
63
Properties=species:S:1:pos:R:3:lowdin_charge:R:1 method="wB97M-V/def2-TZVPD" gap_ev="4.06 / 4.07" lumo_ev="-1.6 / -1.6"
Ti 0.18614 -0.16304 -0.29456 1.032
C -2.19032 1.59935 1.28233 -0.038
O -0.85670 1.09162 1.25698 -0.216
C 0.00181 1.46217 2.27220 -0.223
C -0.36048 2.25902 3.34052 -0.020
C 0.58197 2.53186 4.32541 -0.089
C 1.85721 1.99896 4.22311 -0.087
C 2.21022 1.20660 3.14088 -0.008
C 1.28882 0.93833 2.13063 -0.211
N 1.57345 0.14414 0.99972 -0.140
N 2.73880 -0.54209 1.16476 0.040
C 3.28488 -1.12283 0.08069 -0.186
C 2.69188 -1.28834 -1.17610 -0.282
O 1.39847 -0.94673 -1.35529 -0.189
C 3.37177 -1.87484 -2.26500 -0.028
C 4.64089 -2.34127 -2.13180 -0.054
C 5.29438 -2.24759 -0.86729 -0.180
C 6.60632 -2.74096 -0.68790 -0.049
C 7.23765 -2.65944 0.52352 -0.099
C 6.57481 -2.07167 1.61526 -0.094
C 5.30408 -1.58009 1.46585 -0.034
C 4.63144 -1.65543 0.22873 -0.097
H -2.68431 1.29773 2.20715 0.103
H -2.70022 1.17864 0.42245 0.088
H -2.17691 2.68473 1.18952 0.111
H -1.35729 2.66893 3.41137 0.106
H 0.31165 3.15841 5.16446 0.101
H 2.59429 2.20658 4.98775 0.102
H 3.20197 0.79394 3.03889 0.098
H 2.84145 -1.94729 -3.20711 0.111
H 5.16176 -2.79009 -2.96793 0.103
H 7.10682 -3.19080 -1.53793 0.106
H 8.24292 -3.04360 0.64249 0.096
H 7.07178 -2.00382 2.57490 0.095
H 4.78672 -1.12333 2.29774 0.093
O -4.63786 -6.25412 -1.02092 0.097
N -4.52731 -5.13699 -1.47677 -0.341
O -5.22341 -4.66942 -2.35544 0.089
C -3.49753 -4.25885 -0.88724 -0.067
C -3.20600 -4.47429 0.40777 0.078
C -2.25097 -3.64551 1.07793 -0.119
C -1.85926 -3.84803 2.41161 0.019
C -0.90342 -3.03225 2.95573 -0.006
C -0.35633 -2.00588 2.17565 -0.050
N -0.72609 -1.78344 0.92487 0.071
C -1.65593 -2.59935 0.37405 -0.115
C -1.97356 -2.38531 -1.01605 -0.116
N -1.31224 -1.37964 -1.62159 0.067
C -1.46910 -1.21923 -2.91945 -0.076
C -2.30825 -2.03729 -3.67851 -0.002
C -3.03121 -3.02949 -3.06696 0.029
C -2.87526 -3.22986 -1.68256 -0.053
H -3.68866 -5.27948 0.94369 0.137
H -2.30484 -4.65176 2.98455 0.128
H -0.55639 -3.16051 3.97068 0.119
H 0.40993 -1.35529 2.57684 0.119
H -0.91423 -0.41310 -3.37934 0.120
H -2.39288 -1.86480 -4.74181 0.118
H -3.70494 -3.64714 -3.63857 0.113
F -0.38619 2.76279 -0.93446 -0.058
C -0.54704 1.51413 -1.52294 -0.345
F -1.94410 1.41105 -1.73673 -0.103
H -0.11927 1.61646 -2.52927 0.086

3.
63
Properties=species:S:1:pos:R:3:lowdin_charge:R:1 method="wB97M-V/def2-TZVPD" gap_ev="6.28 / 2.81" total_charge=+2 s2=6.06 lumo_ev="-6.4 / -9.8" spin_multiplicity=5
Pt 0.24100 0.08370 0.19370 1.222
O -2.79080 3.84600 0.38510 0.093
C -3.92640 3.17900 0.30880 -0.252
C -5.12660 3.90000 0.15340 0.012
C -6.32870 3.24000 0.07200 -0.041
C -6.37720 1.84520 0.15510 -0.058
C -5.20950 1.11640 0.30100 -0.019
C -3.97440 1.75730 0.36880 -0.082
C -2.73640 0.98580 0.45830 -0.379
O -1.60150 1.54950 0.52030 -0.107
N -2.85030 -0.33790 0.46940 0.095
N -1.76200 -1.03060 0.37910 -0.076
C -1.70690 -2.31050 0.51200 -0.036
C -0.45040 -2.97120 0.28650 -0.260
C -0.29990 -4.34490 0.49670 0.026
C 0.92510 -4.93750 0.24990 -0.005
C 1.94990 -4.15000 -0.25400 -0.010
C 1.72240 -2.79320 -0.44270 -0.117
N 0.57050 -2.20660 -0.15140 -0.009
H -2.04470 3.20540 0.48030 0.080
H -5.06670 4.97510 0.10130 0.125
H -7.23990 3.80210 -0.06040 0.119
H -7.32810 1.33990 0.10570 0.110
H -5.23460 0.04040 0.35530 0.111
H -2.58890 -2.89140 0.76610 0.154
H -1.13610 -4.92380 0.85570 0.131
H 1.07270 -5.98940 0.43940 0.130
H 2.90670 -4.57650 -0.50600 0.121
H 2.50470 -2.17310 -0.85340 0.102
S 1.30100 -0.37990 2.52390 0.823
C 2.73080 -0.25820 1.60170 -1.078
N 2.64080 -0.06970 0.30540 -0.088
C 3.85130 0.05160 -0.29460 -0.291
C 4.08070 0.26100 -1.65630 0.020
C 5.38020 0.37870 -2.09180 -0.012
C 6.45250 0.29050 -1.19260 0.004
C 6.24780 0.07070 0.15590 -0.037
C 4.94280 -0.05210 0.60680 -0.406
S 4.36470 -0.31770 2.22810 1.137
H 3.24000 0.32350 -2.32880 0.127
H 5.58010 0.54580 -3.13890 0.128
H 7.45830 0.39740 -1.56520 0.133
H 7.06990 0.00560 0.85030 0.130
N 4.72160 8.67290 4.54610 0.201
C 4.15670 7.93750 3.87780 -0.173
C 3.48430 6.99790 3.05810 -0.211
C 3.04400 7.34500 1.78190 0.014
C 2.42360 6.40050 0.98510 0.014
C 2.24270 5.09740 1.44530 -0.163
C 2.67320 4.76110 2.72930 0.001
C 3.28330 5.70200 3.53310 0.005
N 1.66390 4.10780 0.61550 0.021
C 1.35870 4.20970 -0.71600 0.005
C 0.90330 2.98850 -1.11860 -0.087
N 0.92690 2.14670 -0.05030 -0.106
C 1.37430 2.84300 0.97580 -0.135
H 3.19500 8.34910 1.41630 0.135
H 2.08780 6.69810 0.00520 0.113
H 2.54790 3.76350 3.11630 0.104
H 3.61540 5.43650 4.52440 0.132
H 1.48160 5.10440 -1.28740 0.130
H 0.56290 2.67160 -2.08580 0.123
H 1.45590 2.45140 1.97000 0.107